[1]
70
Properties=species:S:1:pos:R:3:forces:R:3 method="wB97M-V/def2-TZVPD" e_above_lowest_kj_mol=459.7 lumo_energy_ev=0.5 total_charge=0 gap_ev=8.0 molar_mass_g_mol=469.637 e_homo_ev=-7.5
N -3.919748 3.624762 -2.379747 2.328 2.409 -1.479
C -3.441647 2.387590 -2.802346 -1.102 0.638 2.001
C -4.564464 1.658728 -3.145956 0.982 1.798 -0.106
C -5.647618 2.537386 -3.214154 0.339 3.954 -0.018
C -5.152912 3.951670 -2.882050 -0.828 -6.064 0.306
H -3.268235 4.369924 -2.058479 -0.609 -0.974 -0.589
H -2.407896 2.126177 -2.618249 -0.292 -0.087 0.107
H -4.486959 0.649150 -3.386334 -0.387 -1.475 -0.452
H -6.631904 2.270305 -3.544298 -0.243 0.150 -0.120
H -5.543767 4.957345 -2.947388 -0.126 -0.343 0.363
N 0.832541 4.768949 -0.861749 1.290 2.498 -0.106
C 0.455519 3.610398 -1.513853 0.018 2.986 0.702
C 0.022283 3.996805 -2.762081 0.974 0.217 0.809
C 0.266226 5.387196 -2.986725 1.135 0.236 3.052
C 0.833863 5.923793 -1.728332 -2.188 -4.287 -2.334
H 1.234139 4.811697 0.102973 -0.521 -0.295 -1.416
H 0.554409 2.746624 -0.906139 -0.396 -0.857 -0.308
H -0.322738 3.246510 -3.400196 -0.563 -0.562 -1.432
H 0.103062 5.857801 -3.949380 0.054 0.287 0.421
H 1.120328 6.930058 -1.479309 0.071 -0.177 0.355
N 3.259963 -1.274152 1.736714 0.511 1.270 2.188
C 3.686593 -0.276865 0.892647 1.892 -3.700 -3.578
C 4.369116 -1.058861 -0.221164 -1.730 1.255 4.048
C 4.347471 -2.415027 0.172291 0.208 -0.518 0.246
C 3.728266 -2.548942 1.420280 -0.161 2.782 -2.136
H 2.897545 -0.987536 2.686954 0.277 -0.952 -1.632
H 3.470254 0.785934 0.966413 -0.004 -0.578 0.304
H 4.863946 -0.742108 -1.091736 0.258 0.813 -0.833
H 4.771301 -3.240592 -0.435294 -0.380 0.684 0.651
H 3.441309 -3.391647 1.962086 -0.260 -0.976 0.878
N 0.716261 -3.631807 2.731196 0.563 -0.565 -1.819
C 0.712635 -3.857933 4.107562 0.611 1.268 -2.023
C 0.610337 -2.623299 4.720156 -1.125 -0.683 -0.887
C 0.345915 -1.637060 3.745783 1.463 -2.317 -3.772
C 0.545587 -2.293023 2.409993 -0.878 -0.029 4.729
H 0.934391 -4.376338 1.969215 -0.705 1.870 2.135
H 0.869974 -4.859417 4.395776 0.130 -0.668 0.790
H 0.541603 -2.489068 5.763292 -0.024 0.171 0.944
H 0.086143 -0.625023 3.903332 -0.011 0.813 0.077
H 0.604066 -1.940106 1.400427 -0.261 0.130 -0.156
N -2.339186 -6.228384 1.130439 -0.130 -0.896 1.771
C -1.902072 -4.929830 0.960794 -0.316 -1.022 -0.269
C -1.951300 -4.661881 -0.382779 -0.552 0.101 -1.661
C -2.459573 -5.800738 -1.100040 -0.714 -2.621 3.056
C -2.719440 -6.851697 -0.008733 1.021 4.030 -4.131
H -2.325762 -6.685927 2.061181 -0.166 0.563 -1.191
H -1.674591 -4.335665 1.828826 0.133 0.083 -0.130
H -1.738288 -3.696045 -0.868442 -0.054 -0.650 0.550
H -2.697128 -5.943183 -2.186563 0.404 0.308 1.416
H -3.172274 -7.820711 -0.168837 0.278 0.078 0.624
N 0.755976 4.371456 2.662020 -0.523 -0.228 -0.979
C 2.093847 4.373731 2.319456 0.545 0.654 0.985
C 2.358466 3.178469 1.688668 0.680 -0.105 -1.167
C 1.190216 2.424952 1.439255 -2.496 3.146 2.562
C 0.159364 3.266221 2.081765 3.081 -1.411 -0.771
H 0.222656 5.125886 3.140468 0.873 -1.036 -0.740
H 2.775059 5.220853 2.591701 -0.854 -1.169 -0.225
H 3.304224 2.905670 1.244075 0.233 0.234 0.280
H 1.073321 1.488844 0.903127 -0.124 0.264 0.263
H -0.876294 3.175383 2.148350 -1.413 -0.401 0.079
N 1.424927 -1.390808 -0.975211 -0.881 -0.734 -0.950
C 0.499249 -2.310231 -1.434536 -2.546 4.159 -1.885
C -0.526391 -1.502240 -2.181416 4.303 -1.613 2.690
C -0.041514 -0.192106 -2.152353 -0.648 1.039 -0.068
C 1.104958 -0.122400 -1.417427 0.723 -1.239 0.559
H 2.354031 -1.625882 -0.619961 -0.503 0.086 -0.055
H 0.509374 -3.333903 -1.217581 0.253 -1.127 0.288
H -1.460547 -1.748553 -2.561205 -1.246 -0.927 -0.667
H -0.549873 0.668408 -2.587052 0.208 -0.272 0.129
H 1.771406 0.650312 -1.110121 0.122 0.585 -0.274

***

[2]
68
Properties=species:S:1:pos:R:3:forces:R:3 method="wB97M-V/def2-TZVPD" e_above_lowest_kj_mol=48.7 multiplicity=4 lumo_energy_ev="0.0 / -0.3" total_charge=0 gap_ev="6.1 / 5.8" molar_mass_g_mol=601.470 e_homo_ev="-6.1 / -6.1"
C 0.170425 3.151905 0.561042 0.017 1.237 -0.699
C -0.824436 2.913817 -0.417850 -0.003 1.267 -0.717
C -2.103765 3.050247 0.193060 -0.099 0.957 -0.559
H -0.620035 2.667080 -1.447927 -0.170 -0.090 0.111
C -1.891894 3.378821 1.558481 -0.190 1.273 -0.126
C -0.485750 3.448236 1.784033 0.177 1.271 0.119
H 0.016015 3.716395 2.703280 -0.165 -0.120 0.048
H 1.236959 3.075563 0.370913 -0.297 0.058 0.166
H -3.051577 2.920076 -0.315707 0.177 0.007 0.167
H -2.672513 3.596652 2.271324 0.071 -0.146 0.118
V -1.014900 1.551581 1.135047 0.750 -5.509 1.133
C -1.684008 -1.604509 -2.732957 1.530 -1.327 -1.316
H -2.681199 -1.240700 -2.499964 0.312 0.154 0.317
H -1.622680 -2.636814 -2.347088 0.101 0.095 -0.224
H -1.661627 -1.620668 -3.841576 -0.226 -0.364 0.179
Si -0.112970 -0.422485 -2.221879 -3.786 -0.262 1.377
C 1.628530 -0.541533 -2.933891 0.007 0.126 -1.186
C 2.395478 0.649503 -2.852920 0.397 -0.512 0.251
H 1.882087 1.590078 -2.604722 0.406 -0.526 0.220
C 3.782831 0.626706 -3.063665 -0.325 -0.169 -0.377
H 4.377047 1.525746 -2.847983 -0.264 -0.399 -0.357
C 4.395113 -0.546737 -3.551099 -0.626 0.112 0.416
H 5.471074 -0.540816 -3.764905 -0.494 -0.180 0.163
C 3.603229 -1.687621 -3.765621 0.030 0.181 -0.129
H 4.074548 -2.597411 -4.139536 -0.138 0.234 -0.022
C 2.220011 -1.682065 -3.495136 0.570 0.493 0.295
H 1.589626 -2.544644 -3.723937 0.366 0.071 0.247
C -1.344199 0.936877 -2.931984 0.702 -0.149 -0.455
C -0.888705 1.733471 -3.982249 -0.706 0.702 -0.027
H 0.070888 1.538845 -4.472880 -0.211 0.075 0.309
C -1.674788 2.792338 -4.455946 -0.071 -0.229 0.177
H -1.291623 3.355540 -5.302577 -0.239 0.232 0.156
C -2.919771 3.065794 -3.874862 0.007 -0.195 -0.102
H -3.511118 3.917508 -4.206984 0.116 -0.192 -0.036
C -3.444332 2.191341 -2.909501 0.480 -0.259 -0.150
H -4.470859 2.301564 -2.537038 0.433 0.123 -0.155
C -2.662738 1.115951 -2.465426 -0.101 0.592 -0.278
H -3.129448 0.385765 -1.789666 0.379 0.525 -0.059
H -0.329850 -1.174581 -0.816360 0.384 -0.203 -0.308
H 0.396025 0.664005 -1.308351 0.420 0.847 1.031
C 1.566854 0.984786 2.194304 -0.531 0.272 -0.691
As 0.275305 0.999003 3.720766 0.531 -0.789 1.505
C -1.707162 0.551434 3.540821 0.166 0.077 -0.535
C 0.676773 -0.886043 4.174245 0.031 -0.359 0.170
C 1.092355 -1.154600 5.476892 -0.016 -0.401 -0.091
C 1.378510 -2.474104 5.860021 -0.065 0.185 -0.034
C 1.275222 -3.507976 4.934445 -0.070 -0.072 -0.362
C 0.864540 -3.248814 3.614796 0.215 0.411 0.764
C 0.554538 -1.941296 3.245764 -0.333 0.320 -0.360
As -0.129497 -1.594853 1.366048 0.366 -0.047 0.302
C -1.603064 -2.888049 1.417226 -0.059 0.240 -0.079
C 1.256406 -2.705121 0.483145 0.055 0.491 0.079
H 1.105965 0.961155 1.180688 0.959 -0.107 0.400
H 2.210728 0.109890 2.333124 -0.360 0.095 -0.107
H 2.166665 1.893299 2.334027 -0.269 -0.156 -0.198
H -1.857877 -0.528195 3.641960 0.116 0.280 -0.314
H -2.125460 1.035387 4.433085 0.147 0.071 -0.356
H -2.271616 0.950043 2.677725 -0.351 -0.182 0.276
H 1.182593 -0.334748 6.189016 0.016 -0.228 -0.056
H 1.673010 -2.683588 6.889268 -0.017 0.027 -0.301
H 1.515228 -4.532850 5.215233 -0.042 0.239 0.061
H 0.807596 -4.056794 2.882480 -0.049 0.168 0.278
H -1.923552 -3.018578 2.457695 -0.002 -0.073 -0.322
H -2.408783 -2.453769 0.813195 0.096 -0.379 0.121
H -1.252675 -3.832295 0.983874 -0.314 0.194 0.178
H 0.764679 -3.617767 0.113684 0.325 0.370 0.035
H 1.661105 -2.111505 -0.349571 -0.083 -0.400 0.258
H 2.036516 -2.934889 1.221031 -0.185 -0.049 -0.335